Below is a cluster of 2 separate species, C11H24N3O6S in total, with properties calculated with wB97M-V/def2-TZVPD.

The geometry in XYZ format:
```
45
Properties=species:S:1:pos:R:3:forces:R:3:nbo_charge:R:1
C 5.5460 0.9048 0.9749 0.095 -0.436 0.584 -0.62
C 4.0000 0.8231 1.4525 0.637 0.002 -0.539 -0.41
C 2.9690 1.3168 0.2944 1.014 -0.122 0.030 -0.43
C 1.8764 2.3619 0.8112 0.340 -0.614 0.449 -0.42
C 0.4535 2.2985 0.0792 0.462 1.856 -0.569 -0.14
C 0.5627 2.1990 -1.5442 0.796 -1.753 -4.955 0.73
O 0.0323 3.1396 -2.2534 0.757 -1.301 2.936 -0.77
O 1.1658 1.1750 -2.2195 -1.764 3.343 3.859 -0.81
N -0.5407 1.3602 0.6754 0.942 0.027 0.536 -0.47
C -0.0191 0.0210 1.0144 -1.331 -2.067 0.150 -0.04
N 0.2633 -0.8493 -0.1832 -0.509 0.067 0.815 -0.81
C -1.1866 1.8928 1.9067 -0.789 -0.679 0.484 -0.22
C -2.7506 1.4256 1.9854 1.176 -0.756 0.575 -0.23
N -3.6975 2.5580 2.1615 0.009 -0.637 -0.361 -0.87
H 5.7914 1.9121 0.4985 -0.371 -1.369 0.571 0.20
H 6.2460 0.7555 1.8830 -1.056 0.325 -1.318 0.19
H 5.8234 0.0472 0.2539 -0.629 1.475 0.892 0.20
H 3.8861 1.4419 2.4178 0.102 -0.960 -1.407 0.19
H 3.8196 -0.2949 1.6792 0.047 1.805 -0.065 0.19
H 2.5477 0.3697 -0.1725 0.104 1.588 0.389 0.26
H 3.5754 1.8483 -0.5311 -0.942 -0.984 1.186 0.21
H 1.7307 2.1656 1.9397 0.013 0.352 -1.523 0.18
H 2.3337 3.4178 0.7389 -0.850 -1.542 -0.024 0.21
H -0.0030 3.3494 0.2378 0.620 -1.717 -0.418 0.21
H 0.8679 -0.0126 1.7330 -0.768 0.350 -0.969 0.16
H -0.8787 -0.5271 1.5678 1.182 1.184 -0.326 0.15
H -0.6431 -1.1891 -0.5589 0.892 0.497 0.290 0.35
H 0.7819 -1.6922 0.1037 -0.323 0.659 0.011 0.34
H -0.6212 1.4577 2.8164 -0.881 0.882 -0.957 0.16
H -1.2041 3.0276 1.9868 0.391 -1.429 -0.441 0.20
H -2.9870 0.7936 1.0609 0.265 1.165 1.187 0.21
H -2.8200 0.7018 2.8836 -0.138 1.122 -1.225 0.16
H -3.2578 3.3840 2.5784 -0.259 -0.508 -0.538 0.36
H -4.2067 2.7808 1.2977 0.698 0.079 0.650 0.37
C -1.8427 -3.3339 -3.0258 0.368 -0.057 -0.602 -0.11
C -3.0791 -3.8646 -3.7336 -0.152 0.677 -0.021 -0.10
O -3.4539 -5.0315 -2.9997 0.503 -0.184 0.664 -0.68
S -3.0640 -4.8220 -1.4382 0.096 0.325 -0.114 2.52
O -4.2353 -4.3873 -0.7374 0.894 -0.490 -0.234 -0.89
O -2.2778 -5.9410 -1.0155 -0.779 0.601 -0.157 -0.89
O -2.0865 -3.5439 -1.6335 -0.848 -0.559 0.115 -0.67
H -0.9521 -3.9032 -3.3053 -0.048 0.056 -0.022 0.19
H -1.6738 -2.2755 -3.2277 -0.025 -0.060 0.279 0.24
H -2.8867 -4.1117 -4.7775 -0.029 -0.230 0.177 0.21
H -3.9047 -3.1494 -3.6757 0.087 0.015 -0.048 0.19
```
Forces are in eV/Å.

Results
- Charge: -1
- E: -1447.341145 Eh
- HOMO-LUMO gap: 5.97 eV
- HOMO level: -3.54 eV

***

Below is a structure of composition C11H24N4OSi2Zr, with properties calculated with wB97M-V/def2-TZVPD.

The geometry in XYZ format:
```
43
Properties=species:S:1:pos:R:3:forces:R:3:nbo_charge:R:1
Zr -0.0687 0.1857 0.1830 0.175 0.684 0.560 1.76
C -1.4451 -2.9622 1.5577 0.017 0.043 -0.015 -1.10
Si 0.1435 -2.4570 0.6798 -0.033 -0.103 -0.167 0.99
C 1.6458 -2.8483 1.7287 -0.029 0.010 -0.010 -1.10
C 0.2472 -3.2239 -1.0326 -0.028 0.097 0.014 -0.47
C 0.4164 -4.6103 -1.0765 0.042 -0.058 0.017 -0.14
C 0.4944 -5.2921 -2.2803 -0.007 0.026 -0.039 -0.19
C 0.4026 -4.5897 -3.4742 0.003 -0.018 0.044 -0.16
C 0.2310 -3.2150 -3.4496 0.008 -0.016 -0.038 -0.20
C 0.1492 -2.5097 -2.2452 -0.023 0.057 0.047 -0.45
Si -0.1437 -0.6542 -2.4085 -0.109 -0.100 -0.036 0.92
C -1.7549 -0.3181 -3.3119 0.014 0.013 0.052 -1.10
C 1.2754 0.1267 -3.3882 -0.022 0.080 0.042 -1.11
H -1.4652 -4.0517 1.6472 0.013 -0.021 -0.007 0.27
H -2.3432 -2.6872 0.9984 -0.002 0.003 0.003 0.24
H -1.5133 -2.5585 2.5701 -0.004 0.013 -0.003 0.24
H 1.7467 -3.9329 1.8181 -0.011 -0.018 -0.003 0.27
H 1.5622 -2.4493 2.7410 0.003 0.017 -0.002 0.25
H 2.5676 -2.4782 1.2776 -0.001 0.001 0.003 0.25
H 0.4915 -5.1782 -0.1545 0.005 -0.014 -0.001 0.21
H 0.6254 -6.3658 -2.2888 0.000 -0.003 0.002 0.24
H 0.4613 -5.1123 -4.4194 0.001 -0.003 -0.005 0.24
H 0.1544 -2.6876 -4.3955 0.003 -0.008 -0.005 0.21
H -1.7362 -0.7900 -4.2970 0.016 -0.014 -0.003 0.27
H -1.9283 0.7485 -3.4685 -0.001 0.009 0.012 0.24
H -2.6114 -0.7374 -2.7793 -0.010 -0.007 -0.014 0.24
H 1.4058 -0.4402 -4.3131 0.013 -0.040 -0.011 0.28
H 2.2385 0.0859 -2.8705 -0.016 -0.025 -0.024 0.23
H 1.0610 1.1542 -3.7027 -0.007 -0.011 0.067 0.23
N -1.7814 0.9976 1.6087 -0.007 -0.021 -0.206 -0.72
N -2.1902 1.2325 0.2336 0.014 -0.394 0.021 -0.71
H -2.5241 0.6056 2.1839 0.030 -0.072 -0.031 0.43
H -1.4831 1.8706 2.0391 -0.130 0.040 -0.015 0.41
H -2.5739 2.1619 0.0774 0.102 0.031 -0.014 0.42
H -2.9192 0.5630 -0.0147 -0.034 0.047 0.032 0.42
N 2.3747 2.6460 -1.1777 0.013 -0.178 -0.057 -0.77
C 2.4541 2.1849 0.0672 0.312 0.157 -0.008 0.82
N 3.3217 2.6931 0.9240 -0.105 -0.042 0.093 -0.74
O 1.6667 1.2467 0.4687 -0.209 -0.245 -0.307 -0.84
H 3.0216 3.3458 -1.5083 0.002 0.007 -0.016 0.43
H 1.9239 2.0765 -1.8825 -0.026 0.066 0.036 0.44
H 3.9961 3.3944 0.6625 0.013 0.002 -0.015 0.43
H 3.3434 2.3414 1.8679 0.013 0.006 0.009 0.44
```
Forces are in eV/Å.

Results
- Charge: +2
- E: -1353.332648 Eh
- HOMO-LUMO gap: 7.24 eV
- HOMO level: -14.17 eV
- Energy above the lowest of the compared OMol25 structures with the same formula, charge and spin: 28.5 kJ/mol

***

Below is a cluster of 2 separate species, C11H24O3 in total, with properties calculated with wB97M-V/def2-TZVPD.

The geometry in XYZ format:
```
38
Properties=species:S:1:pos:R:3:forces:R:3:nbo_charge:R:1
C -0.5419 2.4598 -0.3921 -0.014 2.286 -0.978 -0.63
C 1.5127 1.9344 1.0369 -3.085 1.716 3.497 -0.60
C -0.0368 -0.8430 2.2969 2.404 -0.147 -1.647 -0.62
C -0.0494 -2.4003 0.2354 -1.789 1.858 -0.962 -0.62
C -0.2905 -0.2940 -2.4999 -0.768 -1.966 -0.770 -0.59
C 1.9290 -1.1211 -1.6359 1.481 0.724 -2.795 -0.61
C 0.0922 1.4554 0.5374 1.166 0.473 0.177 -0.34
C 0.4393 -1.0473 0.8288 0.491 -0.170 0.444 -0.30
C 0.7744 -0.0887 -1.4761 0.507 1.329 -0.002 -0.36
C 0.1329 0.0975 -0.0847 0.057 -1.152 0.596 0.25
C -2.6185 0.0348 0.3967 -0.160 0.012 -1.224 0.80
O -3.1487 0.6921 -0.6716 -1.315 -0.660 -2.523 -0.76
O -3.0922 -1.2342 0.5424 1.125 -0.523 -0.933 -0.74
O -2.7593 0.8048 1.4759 -0.812 2.196 1.879 -0.75
H 0.1295 3.0970 -1.0556 -0.122 -1.056 0.894 0.20
H -1.2841 2.0806 -1.1068 0.043 -0.122 0.682 0.23
H -0.9997 3.2283 0.2525 -0.237 -0.133 -0.381 0.21
H 2.2720 1.8514 0.3679 2.212 -0.274 -2.063 0.20
H 1.7001 1.3579 1.9589 0.447 0.036 -0.538 0.20
H 1.4753 3.0382 1.4647 -0.084 -1.970 -1.189 0.20
H 0.7610 -0.2849 2.7657 0.246 -0.074 0.662 0.20
H -0.8592 -0.1945 2.3431 -1.641 0.023 0.271 0.22
H -0.0905 -1.8288 2.7045 -0.568 -0.336 0.812 0.21
H -1.1584 -2.5801 0.4128 1.435 0.389 -0.020 0.23
H 0.0825 -2.2886 -0.8460 -0.392 -0.561 0.402 0.20
H 0.4967 -3.2431 0.5249 0.953 -1.246 0.782 0.20
H 0.0016 -0.5352 -3.5129 0.909 0.224 -0.352 0.21
H -0.8905 -1.1820 -2.2638 -0.178 0.236 0.307 0.20
H -0.9392 0.5274 -2.5875 -0.962 1.125 0.123 0.21
H 2.5649 -0.9212 -2.6505 -1.524 0.037 2.317 0.21
H 1.6976 -2.1746 -1.7785 -0.579 0.129 0.176 0.21
H 2.6373 -1.0886 -0.8326 0.473 0.197 0.391 0.21
H -0.4681 1.4409 1.4939 -0.018 -0.164 -0.917 0.23
H 1.5887 -0.9945 0.8056 -1.285 -0.676 0.457 0.19
H 1.1821 0.9297 -1.6964 0.205 -0.733 0.044 0.21
H -3.5480 0.0779 -1.3796 1.175 1.048 1.898 0.50
H -3.7982 -1.2978 1.1662 -0.907 0.251 1.002 0.48
H -3.2416 1.7030 1.3729 1.112 -2.323 -0.519 0.51
```
Forces are in eV/Å.

Results
- E: -659.062824 Eh
- HOMO-LUMO gap (spin up / spin down): 7.08 / 8.06 eV
- HOMO level (spin up / spin down): -6.89 / -7.42 eV
- Energy above the lowest of the compared OMol25 structures with the same formula, charge and spin: 82.6 kJ/mol

***

Below is a structure of composition C11H25BrNO2P2Zr, with properties calculated with wB97M-V/def2-TZVPD.

The geometry in XYZ format:
```
43
Properties=species:S:1:pos:R:3:forces:R:3:nbo_charge:R:1
C -0.8174 0.9743 -3.0922 -0.324 0.130 -1.182 -0.23
C -0.8403 0.4496 -1.8212 -0.319 -0.301 -0.027 0.27
N -0.0264 0.9709 -0.9076 0.056 -0.700 1.945 -0.57
C 0.8269 1.9709 -1.1345 0.210 0.165 0.286 0.25
C 0.8940 2.5046 -2.3977 0.556 0.814 -0.724 -0.23
C 0.0635 2.0107 -3.4022 -0.120 -0.245 0.309 -0.11
C -1.7235 -0.7376 -1.4422 0.001 -0.238 0.030 -0.77
P -2.1503 -0.8446 0.3674 -0.375 0.397 -2.033 0.85
Zr -0.0041 -0.0352 1.2266 -0.304 -2.204 3.546 1.63
P 2.0580 1.2945 1.3727 -0.018 1.218 -1.440 0.86
C 1.6333 2.5294 0.0466 -0.003 -0.058 -0.090 -0.72
O -0.5486 -3.6525 -1.8344 0.145 0.030 0.913 -0.98
O 0.6032 -3.7000 0.6341 -0.247 0.119 0.585 -0.98
H -1.4895 0.5612 -3.8514 0.312 0.215 0.256 0.24
H 1.5963 3.3237 -2.5975 -0.362 -0.388 0.019 0.24
H 0.0997 2.4265 -4.4098 -0.015 -0.125 0.317 0.25
C -3.5074 0.2230 0.6801 -1.377 0.691 0.328 -0.96
C -2.5849 -2.4933 0.7408 -0.486 -1.647 0.036 -0.97
H 2.5493 3.0107 -0.2997 -0.101 0.143 -0.142 0.25
H 1.0139 3.2837 0.5578 0.156 -0.131 -0.168 0.28
H -1.1930 -1.7020 -1.6624 -0.323 0.578 0.037 0.33
H -2.6533 -0.7279 -2.0216 0.187 -0.014 -0.111 0.26
C 2.2939 2.1718 2.8674 0.505 0.991 1.187 -0.96
C 3.5408 0.4752 0.9058 1.376 -0.519 -0.155 -0.96
H 0.7218 -2.7193 0.6189 0.272 -0.357 -0.116 0.48
H 0.3245 -3.8809 1.5456 0.193 -0.182 -0.270 0.49
H -0.2005 -3.8350 -0.9179 -0.259 0.001 -0.869 0.50
H 0.2491 -3.5432 -2.3550 0.154 -0.129 -0.225 0.47
H -0.8073 1.3613 1.8670 -0.867 2.727 0.335 -0.54
H 0.8828 -1.3083 0.4202 1.570 -1.360 -1.756 -0.58
H -4.3794 -0.1530 0.1372 -0.134 0.206 0.094 0.25
H -3.7304 0.2389 1.7622 0.095 -0.043 -0.463 0.28
H -3.2932 1.2583 0.3762 0.021 -0.395 0.040 0.27
H -3.4433 -2.7835 0.1227 0.103 -0.201 0.206 0.26
H -1.7420 -3.1865 0.5531 -0.487 0.457 0.008 0.29
H -2.8478 -2.5629 1.8046 -0.018 0.046 -0.246 0.27
H 4.3542 1.2065 0.8794 0.156 -0.220 -0.073 0.25
H 3.7815 -0.3117 1.6436 -0.102 0.366 -0.278 0.28
H 3.4424 -0.0162 -0.0733 -0.062 0.238 0.302 0.28
H 3.1577 2.8368 2.7543 -0.103 0.024 0.298 0.25
H 1.4004 2.7557 3.1395 0.303 -0.243 -0.223 0.28
H 2.4815 1.4593 3.6831 0.015 0.174 -0.243 0.28
Br 0.0138 -1.1040 3.5137 0.022 -0.027 -0.244 -0.31
```
Forces are in eV/Å.

Results
- Charge: +1
- E: -3942.922044 Eh
- HOMO-LUMO gap: 7.72 eV
- HOMO level: -11.73 eV